(1)
One molecule with the formula C5H6N2O. Source: the OMol25 dataset; level of theory: the ωB97M-V functional and the def2-TZVPD basis.

Structure (XYZ):
```
14
Properties=species:S:1:pos:R:3:forces:R:3
O -1.280 -1.100 -0.018 0.79 -0.92 0.45
N -2.061 0.059 -0.172 -1.91 1.16 -2.72
N 2.175 0.079 -0.270 -0.57 -0.47 -0.10
C 1.246 -1.031 -0.294 0.59 -3.09 2.93
C -0.058 0.785 0.477 3.84 0.33 -1.85
C 0.009 -0.720 0.505 -1.41 2.41 1.07
C 1.480 1.062 0.052 -1.98 4.22 0.99
C -1.215 1.180 -0.052 -0.54 0.25 0.37
H -1.679 2.160 -0.336 0.87 -1.05 0.25
H 1.178 -1.345 -1.301 -0.53 -0.71 -0.93
H -2.433 0.101 -1.218 0.89 -0.54 2.66
H 1.874 2.125 -0.089 -0.48 -1.47 0.58
H 1.449 -1.844 0.464 1.94 -0.07 -2.10
H 0.276 -1.022 1.601 -1.49 -0.05 -1.60
```
Positions in Å, forces in eV/Å.

spin multiplicity	1
gap between HOMO and LUMO	9.105	eV
SMILES string	C1=NC[C@@H]2ONC=C12

***

(2)
One molecule with the formula C5H6N2O. Source: the OMol25 dataset; level of theory: the ωB97M-V functional and the def2-TZVPD basis.

Structure (XYZ):
```
14
Properties=species:S:1:pos:R:3:forces:R:3
O -1.332 2.348 0.791 -2.60 -1.45 2.70
N -0.490 -1.096 0.296 -2.20 -1.52 1.76
N 0.031 0.838 -0.367 -1.19 4.92 0.13
C 2.258 -2.118 -0.766 -1.07 1.11 1.93
C 1.723 -0.863 -0.940 -0.73 0.00 -0.19
C -1.490 -0.192 0.768 -1.10 -2.39 0.25
C -1.148 1.006 0.359 2.25 3.85 0.10
C 0.394 -0.392 -0.307 2.67 -3.49 -1.53
H -2.478 -0.380 1.262 1.50 -0.56 -0.29
H -1.869 2.342 1.739 2.08 -0.21 -3.85
H 1.880 -2.962 0.002 0.41 2.38 -2.08
H 2.170 0.014 -1.626 -0.59 -2.46 1.60
H 3.266 -2.257 -1.109 0.15 -0.32 -0.48
H 0.490 1.621 -0.787 0.41 0.15 -0.04
```
Positions in Å, forces in eV/Å.

spin multiplicity	1
gap between HOMO and LUMO	8.906	eV
SMILES string	C=Cc1ncc(O)[nH]1

***

(3)
One molecule with the formula C5H6N2O. Source: the OMol25 dataset; level of theory: the ωB97M-V functional and the def2-TZVPD basis.

Structure (XYZ):
```
14
Properties=species:S:1:pos:R:3:forces:R:3
O -0.692 -0.260 -2.625 3.12 2.37 0.09
N 0.604 0.614 1.406 -0.70 -0.64 -3.43
N -0.695 -0.868 0.261 0.53 -0.91 0.54
C 0.283 0.499 -2.380 -2.22 -2.47 0.44
C 0.676 0.781 -0.983 2.17 3.41 -0.62
C -0.133 -0.084 2.266 -1.00 -1.43 -0.52
C 0.241 0.087 0.154 -1.53 0.79 4.11
C -0.871 -1.041 1.609 -1.62 -3.18 1.54
H -1.318 -2.061 2.005 0.62 2.69 -0.82
H 0.916 1.050 -3.101 -0.63 -0.33 -0.45
H -1.043 -1.528 -0.452 0.43 1.07 0.42
H 1.721 0.744 -0.615 0.61 0.31 -1.92
H 0.550 1.940 -0.841 -0.27 -1.80 -0.31
H -0.239 0.127 3.296 0.48 0.12 0.93
```
Positions in Å, forces in eV/Å.

spin multiplicity	1
gap between HOMO and LUMO	8.792	eV
SMILES string	O=CCc1ncc[nH]1

***

(4)
One molecule with the formula C5H6N2O. Source: the OMol25 dataset; level of theory: the ωB97M-V functional and the def2-TZVPD basis.

Structure (XYZ):
```
14
Properties=species:S:1:pos:R:3:forces:R:3
O 0.938 -1.998 -1.004 -3.21 3.83 1.65
N -0.606 1.145 -0.237 -2.86 -1.54 -1.98
N -0.994 -0.721 -1.509 0.16 1.38 -4.93
C -1.264 0.696 -1.266 0.80 0.13 0.66
C 0.157 -0.089 1.748 0.38 -0.39 -0.91
C 0.023 -0.059 0.232 3.21 5.57 4.58
C 1.323 0.507 1.022 -3.68 1.78 0.60
C 0.116 -1.035 -0.723 2.16 -6.11 -3.67
H 1.338 1.669 1.017 0.18 -2.48 -0.10
H -0.828 -0.901 -2.605 -0.74 -0.01 3.33
H -0.469 0.597 2.258 -0.61 0.56 0.19
H 0.032 -1.091 2.115 0.90 -0.31 0.35
H 2.158 -0.042 0.868 2.60 -1.49 -0.35
H -1.925 1.322 -1.917 0.70 -0.92 0.58
```
Positions in Å, forces in eV/Å.

spin multiplicity	1
gap between HOMO and LUMO	10.134	eV
SMILES string	O=C1NC=NC12CC2

***

| no. | highest occupied orbital energy (eV) | maximum force (eV Å⁻¹) | total energy (Ha) |
| --- | --- | --- | --- |
| 1 | -8.335 | 4.8 | -378.6957 |
| 2 | -8.390 | 5.1 | -378.7899 |
| 3 | -8.207 | 4.5 | -378.8171 |
| 4 | -9.335 | 7.9 | -378.7938 |